{
  "formula": "C18H42ClN2NbO4PS",
  "method": "the ωB97M-V functional and the def2-TZVPD basis",
  "gap_ev": 6.101,
  "mol_weight_da": 541.944,
  "energy_ev": -64708.8945,
  "total_charge": -1,
  "species": ["C", "C", "C", "C", "C", "Nb", "C", "C", "C", "C", "N", "C", "C", "C", "O", "C", "C", "C", "C", "S", "O", "O", "Cl", "C", "N", "C", "P", "O", "H", "H", "H", "H", "H", "H", "H", "H", "H", "H", "H", "H", "H", "H", "H", "H", "H", "H", "H", "H", "H", "H", "H", "H", "H", "H", "H", "H", "H", "H", "H", "H", "H", "H", "H", "H", "H", "H", "H", "H", "H", "H"],
  "coordinates": [[-2.47, 3.46, 1.92], [-3.39, 2.57, 1.04], [-4.09, 1.44, 1.81], [-3.32, 0.12, 1.86], [-2.96, -0.42, 0.47], [-0.84, -1.18, 0.31], [0.12, 0.51, 1.51], [1.23, 1.32, 0.79], [2.11, 2.12, 1.78], [3.61, 1.83, 1.63], [3.85, 0.39, 1.56], [3.94, -0.25, 2.87], [4.92, 0.07, 0.72], [4.71, 0.36, -0.75], [5.97, -0.39, 1.08], [-0.58, 0.05, -1.61], [-1.10, -0.65, -2.91], [-0.11, -0.39, -4.06], [-0.78, -0.37, -5.46], [-1.11, 1.26, -6.13], [-0.87, 1.21, -7.53], [-2.41, 1.65, -5.74], [0.23, 2.60, -5.35], [-1.13, -2.35, 2.24], [-0.70, -3.78, 2.16], [-1.56, -4.62, 1.31], [1.47, -2.28, -0.22], [2.35, -2.38, 1.01], [-2.65, 3.31, 2.97], [-1.43, 3.25, 1.66], [-2.63, 4.50, 1.64], [-4.18, 3.22, 0.66], [-2.82, 2.23, 0.19], [-4.35, 1.83, 2.80], [-5.02, 1.23, 1.28], [-3.98, -0.61, 2.32], [-2.47, 0.21, 2.54], [-3.13, 0.29, -0.34], [-3.62, -1.26, 0.26], [-1.53, -2.58, -0.69], [0.54, 0.04, 2.40], [-0.62, 1.24, 1.82], [1.81, 0.69, 0.12], [0.71, 2.04, 0.15], [1.77, 1.85, 2.78], [1.93, 3.17, 1.59], [3.92, 2.33, 0.72], [4.17, 2.28, 2.45], [4.15, 0.49, 3.64], [2.95, -0.65, 3.10], [4.62, -1.08, 2.89], [5.45, -0.15, -1.35], [4.75, 1.42, -0.93], [3.72, 0.03, -1.05], [0.49, 0.18, -1.73], [-1.10, 1.00, -1.50], [-2.05, -0.19, -3.16], [-1.22, -1.72, -2.77], [0.47, 0.50, -3.88], [0.59, -1.22, -4.08], [-1.75, -0.83, -5.36], [-0.19, -0.95, -6.15], [-2.17, -2.36, 2.53], [-0.54, -1.89, 3.04], [0.26, -3.85, 1.85], [-0.97, -5.01, 0.48], [-1.90, -5.49, 1.88], [-2.43, -4.09, 0.95], [1.24, -3.63, -0.66], [2.11, -1.66, -1.33]],
  "nbo_charge": [-0.613, -0.400, -0.383, -0.409, -0.878, 1.848, -0.936, -0.406, -0.401, -0.205, -0.480, -0.414, 0.726, -0.713, -0.599, -0.934, -0.408, -0.412, -0.653, 2.119, -0.924, -0.913, -0.224, -0.736, -0.627, -0.415, 0.934, -1.137, 0.198, 0.208, 0.199, 0.188, 0.209, 0.190, 0.191, 0.200, 0.204, 0.215, 0.232, -0.410, 0.217, 0.213, 0.201, 0.192, 0.198, 0.194, 0.192, 0.176, 0.166, 0.216, 0.234, 0.229, 0.217, 0.231, 0.206, 0.215, 0.196, 0.216, 0.225, 0.211, 0.262, 0.248, 0.197, 0.211, 0.366, 0.185, 0.169, 0.198, -0.097, -0.111]
}

---

{
  "formula": "C13H34GaN4OPS",
  "method": "the ωB97M-V functional and the def2-TZVPD basis",
  "gap_ev": 4.561,
  "mol_weight_da": 395.206,
  "energy_ev": -94533.3257,
  "total_charge": 0,
  "species": ["C", "C", "P", "C", "Ga", "N", "C", "N", "N", "C", "S", "H", "H", "H", "H", "H", "H", "H", "H", "H", "H", "H", "H", "H", "H", "C", "C", "N", "C", "C", "C", "C", "C", "O", "C", "H", "H", "H", "H", "H", "H", "H", "H", "H", "H", "H", "H", "H", "H", "H", "H", "H", "H", "H", "H"],
  "coordinates": [[-1.15, -2.55, -1.34], [0.50, -2.58, -1.24], [1.35, -1.73, -2.73], [2.69, -0.48, -2.09], [2.58, -3.26, -4.04], [2.06, -3.00, -5.92], [4.62, -3.00, -3.88], [5.12, -1.60, -4.21], [2.23, -5.13, -3.51], [3.30, -5.45, -2.67], [4.20, -5.51, -1.19], [-1.55, -2.77, -2.44], [-1.47, -1.44, -1.06], [-1.68, -3.25, -0.55], [0.81, -1.94, -0.28], [0.89, -3.68, -1.03], [3.56, -1.14, -1.63], [2.20, 0.26, -1.32], [3.14, 0.04, -3.05], [1.60, -2.06, -5.98], [2.89, -3.02, -6.55], [5.20, -3.74, -4.60], [5.01, -3.23, -2.78], [6.11, -1.76, -4.57], [5.22, -1.05, -3.31], [-2.32, -0.32, 2.22], [-2.92, 1.07, 2.07], [-2.60, 2.04, 3.24], [-3.22, 1.44, 4.53], [-3.34, 3.38, 3.04], [-2.92, 4.21, 1.83], [-1.08, 2.20, 3.53], [-0.18, 2.63, 2.36], [-0.21, 1.68, 1.31], [-0.02, 2.25, 0.01], [-2.73, -0.85, 3.09], [-2.57, -0.92, 1.34], [-1.24, -0.32, 2.31], [-4.01, 1.00, 2.02], [-2.59, 1.54, 1.14], [-4.29, 1.27, 4.35], [-3.09, 2.17, 5.34], [-2.71, 0.51, 4.78], [-3.20, 3.97, 3.95], [-4.40, 3.14, 2.95], [-2.04, 4.81, 2.06], [-3.72, 4.93, 1.60], [-2.75, 3.63, 0.93], [-0.73, 1.24, 3.91], [-1.00, 2.93, 4.35], [0.85, 2.68, 2.71], [-0.43, 3.63, 2.01], [0.43, 3.24, 0.04], [-1.00, 2.31, -0.48], [0.61, 1.58, -0.57]],
  "nbo_charge": [-0.625, -0.700, 0.097, -0.918, 1.425, -1.350, -0.753, -0.874, -0.760, 0.192, -0.187, 0.231, 0.172, 0.195, 0.195, 0.238, 0.218, 0.190, 0.254, 0.357, 0.360, 0.191, 0.181, 0.338, 0.338, -0.649, -0.208, -0.219, -0.402, -0.204, -0.642, -0.229, -0.086, -0.559, -0.255, 0.208, 0.269, 0.245, 0.214, 0.240, 0.231, 0.226, 0.238, 0.220, 0.223, 0.220, 0.250, 0.230, 0.237, 0.227, 0.212, 0.185, 0.178, 0.169, 0.229]
}

---

{
  "formula": "C36H37NP2SSn",
  "method": "the ωB97M-V functional and the def2-TZVPD basis",
  "gap_ev": 6.078,
  "mol_weight_da": 696.425,
  "relative_energy_kcal_mol": 0.00,
  "energy_ev": -74663.0509,
  "total_charge": 0,
  "species": ["Sn", "C", "C", "C", "C", "C", "C", "C", "C", "C", "H", "H", "H", "H", "H", "H", "H", "H", "H", "H", "H", "H", "H", "H", "H", "P", "P", "C", "C", "C", "C", "C", "C", "C", "C", "C", "C", "C", "C", "C", "C", "C", "C", "C", "C", "C", "C", "C", "C", "C", "C", "C", "C", "H", "H", "H", "H", "H", "H", "H", "H", "H", "H", "H", "H", "H", "H", "H", "H", "H", "H", "H", "H", "H", "H", "S", "C", "N"],
  "coordinates": [[0.10, 0.74, -0.19], [-1.78, 0.88, -6.66], [-1.79, -0.43, -6.36], [-1.07, -1.48, -7.16], [0.34, -1.10, -7.67], [1.16, -0.27, -6.72], [1.20, 1.08, -6.76], [0.34, 1.95, -7.62], [-1.09, 1.45, -7.88], [1.80, 0.32, 1.18], [-2.39, 1.60, -6.12], [-2.49, -0.82, -5.62], [-1.66, -1.78, -8.05], [-0.97, -2.40, -6.55], [0.89, -2.04, -7.83], [0.27, -0.64, -8.66], [1.85, -0.84, -6.11], [2.03, 1.63, -6.32], [0.83, 2.12, -8.60], [0.28, 2.95, -7.15], [-1.68, 2.32, -8.21], [-1.09, 0.75, -8.72], [1.80, 1.02, 2.02], [2.75, 0.38, 0.64], [1.69, -0.69, 1.59], [-1.59, -0.64, -1.75], [1.82, 0.14, -2.04], [-0.55, -0.82, -3.20], [0.80, -0.60, -3.29], [-2.54, -2.20, -1.60], [-2.86, -2.92, -2.76], [-3.62, -4.09, -2.66], [-4.05, -4.54, -1.40], [-3.71, -3.82, -0.25], [-2.94, -2.66, -0.33], [-2.78, 0.69, -2.21], [-2.30, 2.01, -2.33], [-3.20, 3.05, -2.56], [-4.56, 2.78, -2.72], [-5.03, 1.46, -2.65], [-4.14, 0.42, -2.38], [3.21, -0.95, -1.67], [2.97, -2.23, -1.15], [4.05, -3.06, -0.84], [5.36, -2.61, -1.08], [5.59, -1.34, -1.61], [4.52, -0.50, -1.90], [2.39, 1.82, -2.43], [2.56, 2.83, -1.46], [2.96, 4.10, -1.86], [3.18, 4.38, -3.21], [2.96, 3.39, -4.18], [2.56, 2.12, -3.79], [-1.09, -1.10, -4.13], [1.36, -0.95, -4.17], [-2.51, -2.58, -3.73], [-3.87, -4.63, -3.57], [-4.65, -5.45, -1.34], [-4.05, -4.19, 0.73], [-2.66, -2.11, 0.57], [-1.23, 2.22, -2.22], [-2.84, 4.08, -2.61], [-5.26, 3.60, -2.88], [-6.09, 1.24, -2.79], [-4.50, -0.61, -2.31], [1.94, -2.56, -0.98], [3.87, -4.05, -0.43], [6.20, -3.27, -0.86], [6.61, -0.99, -1.81], [4.68, 0.50, -2.31], [2.37, 2.63, -0.40], [3.13, 4.88, -1.10], [3.52, 5.37, -3.51], [3.12, 3.60, -5.24], [2.37, 1.33, -4.51], [-1.82, 0.18, 1.70], [-0.83, 0.02, 3.02], [-0.13, -0.08, 3.97]],
  "lowdin_charge": [0.740, -0.087, -0.137, -0.187, -0.195, -0.113, -0.108, -0.186, -0.199, -0.348, 0.107, 0.088, 0.121, 0.105, 0.114, 0.104, 0.091, 0.074, 0.123, 0.112, 0.114, 0.101, -0.010, -0.034, -0.013, 0.878, 0.862, -0.276, -0.285, -0.363, -0.098, -0.078, -0.075, -0.071, -0.081, -0.348, -0.132, -0.077, -0.083, -0.080, -0.078, -0.362, -0.086, -0.074, -0.076, -0.080, -0.082, -0.367, -0.095, -0.069, -0.072, -0.072, -0.098, 0.039, 0.056, 0.084, 0.104, 0.105, 0.112, 0.044, 0.044, 0.108, 0.103, 0.104, 0.101, 0.115, 0.108, 0.102, 0.107, 0.103, 0.083, 0.113, 0.106, 0.103, 0.068, 0.423, -0.921, 0.028]
}